1.
This record from the OMol25 dataset describes a molecular structure, C28H24ClN8O4S2Zn. The level of theory is wB97M-V/def2-TZVPD.

## Properties
Spin multiplicity = 1
HOMO-LUMO gap = 7.7 eV
Net charge = +1
Highest occupied orbital energy = -11.34 eV

Positions of all 68 atoms, in Å:
Zn1 0.13974 0.04517 -0.21367
O1 -5.44082 -0.10547 -0.36787
C1 -5.05771 -1.36068 -0.34174
O2 -5.83035 -2.28178 -0.37394
C2 -3.57571 -1.61139 -0.26765
C3 -2.98168 -2.86494 -0.18331
Cl1 -3.79570 -4.34476 -0.20788
N1 -1.62849 -2.70672 -0.08794
N2 -1.34664 -1.38880 -0.13569
C4 -2.49036 -0.72243 -0.23694
C5 -2.42340 0.79142 -0.33624
O3 -3.46046 1.43855 -0.24940
O4 -1.25344 1.28639 -0.50254
C6 -0.56443 -3.66939 0.05176
C7 0.75711 -3.23026 0.12205
C8 1.80280 -4.12704 0.24147
C9 1.55314 -5.48832 0.29968
C10 0.24358 -5.92948 0.25055
C11 -0.81122 -5.03735 0.13094
H1 -4.68940 0.54606 -0.30598
H2 0.98962 -2.18577 0.07666
H3 2.81564 -3.74721 0.28286
H4 2.37129 -6.19048 0.38292
H5 0.02753 -6.98784 0.30574
H6 -1.81366 -5.41879 0.10266
S1 5.21649 -0.00979 5.35973
N3 3.61197 0.01341 5.44059
C12 3.16154 0.04104 4.20044
C13 1.77802 0.06157 3.79777
C14 0.71146 0.06956 4.70183
C15 -0.57303 0.09928 4.21116
C16 -0.76653 0.10168 2.83163
N4 0.23389 0.07932 1.96672
C17 1.49303 0.07640 2.42687
C18 2.55940 0.10509 1.43208
N5 2.20238 0.16431 0.13171
C19 3.15256 0.18864 -0.79605
C20 4.50861 0.14234 -0.48932
C21 4.89235 0.08361 0.82975
C22 3.90541 0.07590 1.81869
C23 4.20496 0.04125 3.22874
N6 5.41075 0.01428 3.76441
H7 0.92746 0.06231 5.76196
H8 -1.42340 0.12176 4.87732
H9 -1.76856 0.12718 2.41955
H10 2.80862 0.22100 -1.81889
H11 5.23839 0.15355 -1.28593
H12 5.93123 0.04450 1.13038
C24 -1.67578 -0.23331 -5.93957
N7 -0.98131 -0.82788 -4.80305
C25 -1.56662 -2.07276 -4.32140
C26 0.03225 -0.22038 -4.18197
S2 0.58878 -0.79314 -2.66622
N8 0.62078 0.83130 -4.80970
C27 1.30779 1.84984 -4.03446
C28 1.07822 0.71584 -6.19113
H13 -2.74888 -0.32008 -5.76932
H14 -1.43142 -0.75280 -6.86769
H15 -1.42620 0.81842 -6.03087
H16 -1.95704 -2.62357 -5.17580
H17 -2.38560 -1.87028 -3.62664
H18 -0.81562 -2.66910 -3.81470
H19 0.83515 1.95454 -3.06235
H20 1.22900 2.79617 -4.56998
H21 2.36916 1.61523 -3.90224
H22 0.75721 -0.22692 -6.62391
H23 2.17125 0.73339 -6.20368
H24 0.71156 1.54072 -6.80358

Atom charges from the Mulliken analysis, given in e for atoms 1 to 8:
1 Zn 0.25
2 O -0.56
3 C 0.52
4 O -0.59
5 C 0.42
6 C 0.11
7 Cl -0.17
8 N 0.05

=====

2.
This record from the OMol25 dataset describes a molecular structure, C31H39AuN5S in a non-equilibrium geometry. The level of theory is wB97M-V/def2-TZVPD.

## Properties
ΔE to the lowest compared entry with this formula, charge and spin = 0.000 eV
Spin multiplicity = 3
HOMO-LUMO gap (spin up / spin down) = 2.8 / 5.9 eV
Net charge = -1
Highest occupied orbital energy (spin up / spin down) = -0.21 / -3.47 eV
Expectation value of S² = 2.027

Positions of all 77 atoms, in Å:
Au1 0.04312 -0.20621 0.32623
N1 3.27103 2.52921 -1.03893
N2 0.84757 -0.34249 -2.43169
C1 -1.81138 1.04050 0.64184
C2 -1.57653 2.10300 -0.31080
C3 -0.55035 2.93072 0.19593
C4 0.11983 4.05026 -0.51337
H1 -0.42609 4.32138 -1.42776
H2 1.15808 3.77544 -0.78344
H3 0.16735 4.94328 0.13001
C5 -0.19878 2.50272 1.49317
C6 0.77621 3.18637 2.37590
H4 0.36739 4.11168 2.81620
H5 1.68245 3.46669 1.81524
H6 1.08020 2.53408 3.20389
C7 -0.94368 1.32081 1.79981
C8 -1.13469 0.75898 3.16488
H7 -0.16494 0.57188 3.64586
H8 -1.68432 -0.18818 3.13272
H9 -1.69644 1.44813 3.81824
C9 -2.35032 2.32658 -1.55195
H10 -3.11879 3.10425 -1.39719
H11 -2.87031 1.41441 -1.87697
H12 -1.70483 2.66831 -2.37508
C10 -3.03818 0.19799 0.67890
H13 -2.94049 -0.61110 1.41346
H14 -3.21544 -0.26109 -0.30407
H15 -3.93172 0.79134 0.94354
C11 4.50714 2.68349 -0.55777
H16 4.80456 3.68952 -0.20079
C12 5.45256 1.62445 -0.49675
H17 6.44602 1.81174 -0.07638
C13 5.10343 0.36753 -1.02133
H18 5.80834 -0.47635 -0.99499
C14 3.86536 0.23549 -1.61958
H19 3.51195 -0.68384 -2.08786
C15 2.95793 1.33344 -1.66201
C16 1.76762 1.30620 -2.42403
H20 0.97531 2.06261 -2.16040
C17 0.09511 -0.92674 -1.58105
C18 0.80624 -1.00219 -3.63929
H21 1.40634 -0.58821 -4.41887
C19 -0.15214 -1.94133 -3.58379
H22 -0.52266 -2.61861 -4.32615
N3 -0.60069 -1.93837 -2.27379
C20 -1.80441 -2.50389 -1.82125
C21 -2.97512 -2.25891 -2.55326
C22 -4.18470 -2.82860 -2.09686
H23 -5.10136 -2.66284 -2.67841
C23 -4.20995 -3.59143 -0.92525
C24 -5.47311 -4.26646 -0.48623
H24 -5.55795 -4.23526 0.60424
H25 -5.48213 -5.31970 -0.79610
H26 -6.33466 -3.76797 -0.93711
C25 -3.04454 -3.75315 -0.16595
H27 -3.04943 -4.30439 0.77921
C26 -1.81553 -3.23795 -0.63381
C27 -0.56292 -3.49074 0.13417
H28 0.31657 -3.67506 -0.49644
H29 -0.70798 -4.36375 0.78218
H30 -0.31848 -2.64395 0.80260
C28 -2.98436 -1.36456 -3.75080
H31 -2.39628 -1.75443 -4.59630
H32 -2.63450 -0.33954 -3.52893
H33 -4.02143 -1.27483 -4.10096
S1 2.19295 -1.10000 1.00799
C29 2.71262 -0.26867 2.42046
N4 3.49805 0.82685 2.47735
C30 4.03497 1.05940 3.80539
C31 3.36924 -0.03011 4.64281
N5 2.54680 -0.71729 3.66587
H34 3.82271 1.32265 1.64143
H35 3.76207 2.05796 4.16277
H36 5.12850 0.97478 3.80425
H37 2.74510 0.39105 5.43700
H38 4.09993 -0.71117 5.09265
H39 2.04102 -1.59585 3.84758

Atom charges from the Mulliken analysis, given in e for atoms 1 to 8:
1 Au 1.41
2 N -0.28
3 N 0.55
4 C 0.85
5 C 0.39
6 C 0.66
7 C -1.62
8 H 0.37

=====

3.
This record from the OMol25 dataset describes a molecular structure, C4HLiO4Rb in a non-equilibrium geometry. The level of theory is wB97M-V/def2-TZVPD.

## Properties
ΔE to the lowest compared entry with this formula, charge and spin = 0.000 eV
Spin multiplicity = 1
HOMO-LUMO gap = 9.1 eV
Net charge = +1
Highest occupied orbital energy = -12.66 eV

Positions of all 11 atoms, in Å:
O1 0.90558 2.94099 -0.34731
C1 0.98627 4.00664 -0.71610
C2 -0.32496 -0.95433 1.67546
C3 0.80593 -1.05226 2.11986
H1 1.67461 -0.96340 2.75146
Li1 0.70759 1.02786 0.55808
O2 -1.03806 -1.94414 -1.28410
C4 -1.04488 -0.99125 -0.50378
O3 -0.42583 0.08314 -0.71424
O4 -1.25596 -1.32683 0.82836
Rb1 -0.99031 -0.82642 -4.36768

Atom charges from the Mulliken analysis, given in e for atoms 1 to 8:
1 O -0.10
2 C 0.06
3 C -0.45
4 C -0.08
5 H 0.42
6 Li 0.98
7 O -0.59
8 C 0.85

=====

no.,electronic energy (eV),molar mass (g mol⁻¹)
1,-132145.415,701.5
2,-54754.234,710.7
3,-13207.873,205.5